Here is 9 unconnected molecules or ions with the total composition C50H127N9O16 at a distorted geometry from OMol25. Energies are from ωB97M-V/def2-TZVPD.

Calculated values
SMILES string = COC[C@H](C)N.COC[C@H](C)N.COCCNCCOC.COCCNCCOC.COCCNCCOC.COCCNCCOC.COCCNCCOC.COCCNCCOC.COCCNCCOC
HOMO level = -8.3 eV
HOMO-LUMO gap = 0.3269 hartree
ΔE to the lowest compared entry with this formula, charge and spin = 0.0 kcal per mole

XYZ file:
```
202
Properties=species:S:1:pos:R:3:forces:R:3:lowdin_charge:R:1
C -2.026242 -32.787600 -14.709234 0.302 -0.626 0.627 -0.06
C -2.442928 -31.344037 -14.601413 -0.348 0.373 0.081 -0.45
C -1.642758 -30.460329 -15.557281 0.241 -0.067 -0.048 -0.21
O -0.247379 -30.494044 -15.315347 0.033 0.095 -0.141 -0.18
C 0.151266 -29.660054 -14.258433 -0.473 0.153 0.405 -0.12
N -3.896273 -31.196928 -14.815871 0.339 0.189 -0.118 0.04
H -2.425846 -33.272750 -15.600467 0.109 0.140 -0.145 0.08
H -2.367208 -33.376644 -13.852521 -0.290 0.169 -0.076 0.08
H -0.938249 -32.881233 -14.673442 -0.010 0.102 -0.353 0.08
H -2.254976 -30.973162 -13.589124 0.049 -0.177 0.047 0.13
H -2.009261 -29.426444 -15.494462 -0.017 -0.006 -0.066 0.12
H -1.765383 -30.819082 -16.583692 -0.120 0.031 0.009 0.13
H -0.293360 -29.977569 -13.306083 0.185 -0.103 0.017 0.07
H -0.201944 -28.627312 -14.393894 0.200 0.008 -0.263 0.08
H 1.234054 -29.690489 -14.175758 0.031 -0.031 -0.039 0.09
H -4.189321 -30.298817 -14.445431 -0.085 -0.042 -0.009 0.07
H -4.071895 -31.143942 -15.816953 -0.112 -0.158 0.043 0.07
C 5.294867 -23.667900 -6.519839 -0.236 0.218 0.513 -0.07
C 6.364465 -24.714339 -6.782019 0.188 -0.085 0.934 -0.44
C 6.451214 -25.117002 -8.226594 0.375 -0.076 -0.251 -0.24
O 5.211586 -25.644099 -8.625460 0.092 -0.191 -0.098 -0.18
C 5.244295 -26.084556 -9.969159 -0.442 0.229 0.036 -0.11
N 7.696572 -24.317275 -6.260812 -0.312 0.712 -0.431 0.03
H 5.601606 -22.682159 -6.880193 -0.065 -0.068 -0.240 0.08
H 5.137360 -23.559633 -5.439902 0.157 -0.015 -0.041 0.08
H 4.315950 -23.935690 -6.916817 0.126 -0.023 -0.290 0.07
H 6.119907 -25.606893 -6.195768 -0.226 -0.071 -0.233 0.14
H 7.252671 -25.862533 -8.349840 -0.060 0.016 0.004 0.12
H 6.722786 -24.256457 -8.864705 -0.060 0.034 0.077 0.13
H 4.246432 -26.450811 -10.208049 0.025 0.008 -0.053 0.09
H 5.967267 -26.884160 -10.141991 0.166 0.082 0.091 0.06
H 5.470273 -25.246753 -10.641752 0.105 -0.072 -0.041 0.09
H 8.064139 -23.576788 -6.862306 0.071 -0.246 -0.147 0.07
H 7.519862 -23.791337 -5.406114 0.102 -0.350 0.168 0.06
C 9.807747 -27.764534 -11.071163 -0.195 -0.123 -0.108 -0.10
O 10.014515 -26.415066 -11.403227 0.450 -0.076 -0.221 -0.18
C 8.813144 -25.734732 -11.647625 -0.716 0.137 0.344 -0.23
C 9.070691 -24.382716 -12.281596 0.069 0.111 0.532 -0.20
N 9.234504 -24.448468 -13.718046 -0.049 -0.077 -0.298 -0.05
C 10.378110 -25.228362 -14.161075 0.104 -0.405 -0.159 -0.21
C 10.669755 -24.938380 -15.614313 -0.253 -0.841 -0.232 -0.25
O 11.131946 -23.624376 -15.755485 -0.004 0.244 0.077 -0.18
C 11.083351 -23.126924 -17.070505 -0.043 -0.276 -0.220 -0.11
H 9.204271 -27.849072 -10.156561 0.044 -0.139 -0.025 0.09
H 10.769956 -28.251262 -10.940383 0.082 0.154 0.164 0.08
H 9.308006 -28.304718 -11.888265 -0.088 0.093 0.069 0.08
H 8.279924 -25.569655 -10.693719 0.140 -0.039 -0.022 0.11
H 8.116772 -26.331410 -12.255307 0.198 0.027 -0.153 0.11
H 9.924298 -23.935236 -11.739197 0.084 -0.097 -0.228 0.13
H 8.217143 -23.751253 -12.020410 -0.084 0.007 -0.281 0.10
H 9.336846 -23.535260 -14.145325 -0.079 0.157 0.330 0.10
H 10.171823 -26.303542 -14.109921 -0.136 0.096 0.192 0.12
H 11.265687 -25.064340 -13.534958 0.059 0.107 -0.115 0.13
H 9.756249 -25.104320 -16.210429 -0.106 0.305 0.185 0.12
H 11.353388 -25.706947 -16.010625 0.385 0.368 0.130 0.13
H 11.072475 -22.041581 -17.010029 0.048 0.025 -0.077 0.09
H 10.183702 -23.482341 -17.589417 -0.055 0.171 0.081 0.09
H 11.939076 -23.460770 -17.669623 0.073 0.058 0.109 0.09
C 2.376350 -35.193524 -12.223219 0.038 -0.198 0.672 -0.11
O 3.413404 -35.394164 -13.147121 -0.068 0.217 -0.318 -0.18
C 4.688589 -35.166688 -12.577577 -0.258 -0.406 -0.081 -0.23
C 5.723517 -35.507905 -13.614684 -0.133 0.007 0.010 -0.21
N 5.786971 -36.945510 -13.839327 0.275 0.148 0.255 -0.05
C 6.778445 -37.339662 -14.830113 -0.482 0.124 -0.231 -0.22
C 8.192327 -37.171482 -14.319267 0.362 0.049 0.443 -0.24
O 9.171745 -37.423804 -15.301830 0.034 0.049 -0.076 -0.19
C 9.164481 -38.736859 -15.815069 0.147 0.062 0.077 -0.12
H 1.429738 -35.047827 -12.737205 0.089 0.092 -0.188 0.09
H 2.597187 -34.329936 -11.585150 -0.181 0.127 -0.141 0.07
H 2.266854 -36.061376 -11.553835 0.059 0.024 -0.097 0.09
H 4.787966 -35.823998 -11.703290 0.247 0.155 0.070 0.13
H 4.810970 -34.118092 -12.281558 -0.202 -0.031 0.123 0.10
H 6.672926 -35.121290 -13.239831 0.105 -0.136 -0.164 0.11
H 5.461034 -34.968130 -14.538961 0.179 0.133 0.045 0.12
H 4.864027 -37.250007 -14.120054 0.017 -0.091 -0.016 0.11
H 6.677634 -36.762447 -15.766717 0.081 -0.041 0.012 0.12
H 6.596753 -38.387639 -15.071996 0.018 -0.012 -0.014 0.11
H 8.359908 -37.793637 -13.426017 -0.107 -0.181 -0.167 0.13
H 8.386393 -36.149523 -13.990569 -0.131 0.056 -0.144 0.11
H 8.310011 -38.913289 -16.473935 0.011 -0.066 -0.010 0.08
H 9.164933 -39.482310 -15.010065 -0.056 0.011 -0.005 0.09
H 10.085094 -38.842979 -16.385932 -0.048 -0.069 -0.055 0.09
C 12.131303 -30.968511 -11.457738 0.326 0.022 0.092 -0.11
O 10.880234 -30.665478 -12.031160 -0.140 -0.079 0.137 -0.21
C 10.204257 -31.806296 -12.532718 -0.256 -0.106 -0.505 -0.21
C 9.512723 -32.578755 -11.420606 0.377 0.455 0.243 -0.20
N 8.554867 -31.688312 -10.770021 -0.170 -0.325 -0.187 -0.06
C 8.153245 -32.185903 -9.464601 0.307 0.237 0.163 -0.20
C 7.044397 -31.367613 -8.853715 -0.279 -0.139 0.475 -0.24
O 7.427786 -30.012665 -8.835447 -0.012 0.090 -0.149 -0.19
C 6.492267 -29.188499 -8.162171 0.445 0.162 0.058 -0.08
H 12.097534 -31.758864 -10.699801 -0.194 0.008 -0.045 0.08
H 12.493599 -30.067614 -10.964508 0.005 0.037 -0.096 0.09
H 12.856444 -31.275561 -12.221390 -0.060 0.048 -0.030 0.09
H 10.905898 -32.412998 -13.117336 -0.064 -0.208 0.175 0.12
H 9.439448 -31.449095 -13.227925 0.075 0.166 0.057 0.13
H 10.297967 -32.917577 -10.723028 -0.218 -0.146 0.071 0.11
H 8.982684 -33.459268 -11.786711 0.122 -0.039 -0.184 0.12
H 8.981291 -30.772282 -10.679343 -0.044 0.015 0.131 0.10
H 9.006538 -32.175577 -8.767567 -0.034 -0.149 0.005 0.13
H 7.811359 -33.218657 -9.564993 0.013 -0.018 0.004 0.12
H 6.880237 -31.685718 -7.811065 0.081 -0.171 -0.111 0.12
H 6.085708 -31.547026 -9.364673 0.124 0.323 -0.255 0.11
H 6.050910 -29.740060 -7.327534 -0.258 0.107 -0.070 0.09
H 5.746716 -28.792611 -8.853422 -0.287 -0.231 0.072 0.07
H 7.025231 -28.330777 -7.746703 0.079 -0.061 -0.058 0.09
C 1.466398 -31.468932 -11.299148 0.095 -0.619 0.229 -0.11
O 2.523753 -31.565574 -12.231161 0.037 0.189 0.164 -0.19
C 3.721886 -31.031706 -11.709714 0.136 0.016 -0.131 -0.23
C 4.828232 -31.140993 -12.734879 0.525 -0.738 -0.461 -0.20
N 6.069726 -30.523727 -12.347563 0.326 0.215 -0.301 -0.04
C 6.118269 -29.123896 -11.982001 -0.185 -0.490 0.283 -0.20
C 5.774024 -28.261492 -13.171952 -0.147 0.642 0.258 -0.20
O 5.744723 -26.896959 -12.762006 0.084 -0.313 0.118 -0.22
C 5.530500 -25.997935 -13.820329 -0.102 0.350 -0.385 -0.10
H 1.367679 -32.374924 -10.680580 0.168 -0.075 -0.210 0.08
H 0.546457 -31.367276 -11.868072 -0.107 0.268 0.174 0.07
H 1.646175 -30.669359 -10.574630 -0.300 0.345 -0.298 0.09
H 4.027192 -31.576154 -10.803341 -0.040 0.087 0.050 0.12
H 3.585538 -29.971824 -11.448640 -0.138 -0.081 0.120 0.11
H 4.514478 -30.819765 -13.734943 -0.315 0.399 0.264 0.09
H 5.064086 -32.195085 -12.919906 -0.121 0.013 0.199 0.11
H 6.739152 -31.103100 -11.860177 -0.071 0.015 0.114 0.07
H 7.122339 -28.920466 -11.608364 0.016 0.121 -0.103 0.10
H 5.432477 -28.880262 -11.155115 0.002 0.144 -0.075 0.09
H 4.762736 -28.515450 -13.519422 0.162 -0.179 -0.307 0.12
H 6.513392 -28.390019 -13.969096 -0.108 -0.185 -0.093 0.13
H 4.687676 -25.338870 -13.592400 0.053 -0.011 0.126 0.06
H 5.273008 -26.497706 -14.761327 0.071 -0.132 0.095 0.07
H 6.422796 -25.386513 -14.001532 0.012 -0.058 0.052 0.08
C 6.221587 -34.537883 -21.266959 -0.281 -0.080 0.294 -0.10
O 5.483853 -34.026520 -20.171922 0.225 0.212 -0.053 -0.19
C 5.633959 -34.792591 -18.995939 -0.198 -0.508 -0.468 -0.25
C 4.805819 -34.193311 -17.891905 0.766 0.081 0.403 -0.22
N 5.219769 -32.830512 -17.611899 0.101 0.102 0.235 -0.05
C 4.231733 -32.074024 -16.865081 0.037 0.363 -0.528 -0.21
C 4.773795 -30.713028 -16.506997 -0.382 0.251 0.596 -0.25
O 4.952919 -29.936966 -17.674672 0.193 -0.467 -0.024 -0.18
C 5.637288 -28.747221 -17.407497 -0.122 0.414 0.128 -0.12
H 7.180831 -34.951321 -20.938653 0.011 0.013 -0.026 0.08
H 6.408692 -33.723734 -21.962251 -0.067 0.022 -0.049 0.09
H 5.636184 -35.322400 -21.758028 0.164 -0.052 -0.108 0.09
H 6.695807 -34.861856 -18.722610 -0.030 0.248 0.121 0.12
H 5.302948 -35.831133 -19.169252 -0.055 0.114 -0.017 0.13
H 5.070362 -34.798109 -17.012419 -0.450 -0.008 0.056 0.10
H 3.729508 -34.283269 -18.080391 -0.003 -0.061 -0.180 0.12
H 5.446879 -32.317244 -18.454480 -0.099 -0.195 -0.148 0.11
H 3.956879 -32.604879 -15.952019 -0.011 -0.032 0.025 0.12
H 3.326242 -31.902993 -17.471780 -0.130 -0.173 0.229 0.13
H 5.698585 -30.817238 -15.920650 0.130 0.051 -0.260 0.12
H 4.051247 -30.181739 -15.863364 0.013 -0.125 0.012 0.11
H 6.668619 -28.927124 -17.081840 0.024 -0.027 -0.115 0.09
H 5.142243 -28.164610 -16.613250 -0.029 -0.100 -0.033 0.07
H 5.613256 -28.147637 -18.316204 0.176 -0.035 -0.004 0.09
C 2.549879 -25.365079 -15.963857 -0.457 -0.854 0.794 -0.13
O 1.858806 -24.490558 -16.797948 -0.156 0.213 -0.238 -0.18
C 2.611834 -23.335744 -17.113506 0.281 -0.239 0.443 -0.24
C 1.779730 -22.435775 -17.975598 0.243 0.038 -0.456 -0.23
N 1.631788 -22.983588 -19.318466 -0.352 0.237 -0.290 -0.07
C 0.815155 -22.091646 -20.169633 0.861 -0.809 0.523 -0.20
C 0.705101 -22.691618 -21.552564 -0.211 0.010 0.079 -0.25
O 0.121321 -21.733754 -22.398062 -0.269 0.133 -0.227 -0.19
C 0.024493 -22.198388 -23.726271 0.277 0.205 0.073 -0.12
H 2.888569 -24.885176 -15.035332 0.259 0.192 -0.240 0.07
H 3.363302 -25.912335 -16.456909 0.152 0.341 -0.077 0.08
H 1.835824 -26.124761 -15.626394 0.003 0.021 -0.186 0.09
H 3.538074 -23.641375 -17.618646 -0.057 0.154 -0.154 0.13
H 2.905047 -22.824107 -16.183319 -0.116 0.010 -0.045 0.12
H 2.315229 -21.487998 -18.081053 -0.099 0.072 0.091 0.12
H 0.815500 -22.238355 -17.484775 0.038 0.021 0.057 0.13
H 1.164833 -23.883331 -19.266201 0.075 -0.038 0.150 0.11
H 1.358238 -21.149022 -20.236610 -0.255 0.185 0.001 0.12
H -0.167570 -21.958506 -19.705598 -0.141 0.369 -0.281 0.12
H 0.079166 -23.597509 -21.509079 0.046 -0.011 -0.098 0.13
H 1.688843 -22.981248 -21.939409 0.090 0.002 0.166 0.13
H -0.482433 -21.440508 -24.319230 -0.166 -0.019 0.097 0.09
H -0.523437 -23.144648 -23.762032 -0.004 -0.020 -0.150 0.09
H 1.026581 -22.322644 -24.158417 -0.061 -0.214 0.023 0.09
C 1.313684 -26.905210 -11.952151 -0.016 0.193 -0.208 -0.10
O 2.018547 -25.749316 -11.561912 -0.065 -0.303 0.241 -0.22
C 1.203551 -24.589562 -11.533741 0.206 -0.073 -0.580 -0.22
C 2.104070 -23.466303 -11.095092 -0.120 0.074 0.930 -0.22
N 3.174811 -23.297201 -12.056786 -0.486 0.017 -0.077 -0.05
C 4.074985 -22.224602 -11.714791 0.585 0.126 0.231 -0.21
C 5.102654 -22.047197 -12.814581 -0.172 -0.467 -0.024 -0.24
O 6.153201 -21.244480 -12.341210 -0.047 0.328 -0.153 -0.18
C 7.218877 -21.208643 -13.264511 -0.136 -0.591 -0.034 -0.11
H 0.731815 -26.688268 -12.857199 0.033 -0.197 -0.044 0.08
H 0.622004 -27.262268 -11.178885 0.049 0.105 0.063 0.09
H 2.048536 -27.682520 -12.159207 -0.032 -0.025 -0.030 0.08
H 0.324840 -24.743820 -10.899434 0.079 0.112 0.182 0.13
H 0.869410 -24.385279 -12.562123 -0.164 0.009 0.091 0.12
H 2.485141 -23.699916 -10.082465 0.074 -0.133 -0.132 0.13
H 1.542513 -22.540731 -10.935231 -0.036 0.020 -0.480 0.12
H 3.665166 -24.184409 -12.086139 0.142 0.065 -0.083 0.08
H 4.638269 -22.413825 -10.784714 -0.105 0.021 0.024 0.12
H 3.517084 -21.298983 -11.559399 -0.088 -0.031 -0.071 0.12
H 4.639926 -21.649779 -13.728832 0.064 0.177 0.078 0.13
H 5.484777 -23.048537 -13.081294 0.078 0.080 0.019 0.11
H 7.503760 -22.248688 -13.476484 0.284 0.150 -0.090 0.06
H 8.047109 -20.674102 -12.809323 0.018 0.061 -0.033 0.09
H 6.939250 -20.758472 -14.224378 -0.065 0.197 0.124 0.09
```
Forces are in eV/Å.